{"formula": "C20H34N4O3S", "method": "the ωB97M-V functional and the def2-TZVPD basis", "symbols": ["C", "C", "C", "C", "N", "C", "C", "C", "C", "S", "O", "O", "N", "C", "C", "C", "C", "O", "N", "C", "C", "C", "C", "C", "C", "N", "C", "C", "H", "H", "H", "H", "H", "H", "H", "H", "H", "H", "H", "H", "H", "H", "H", "H", "H", "H", "H", "H", "H", "H", "H", "H", "H", "H", "H", "H", "H", "H", "H", "H", "H", "H"], "positions_angstrom": [[0.368904, 2.870473, -0.665019], [1.455274, 2.791583, 0.402212], [1.219934, 3.828805, 1.497672], [1.485559, 1.382950, 1.019518], [1.808343, 0.356043, 0.057310], [3.149629, -0.171868, -0.006980], [4.160013, 0.756922, -0.692987], [5.544492, 0.113952, -0.655954], [3.730529, 1.035205, -2.128616], [0.639975, -0.689568, -0.469020], [-0.622736, -0.128526, -0.081035], [0.890305, -0.961439, -1.842961], [1.001486, -2.070758, 0.407680], [0.525316, -2.041698, 1.768079], [-0.990552, -2.270484, 1.872455], [-1.471941, -3.265092, 0.797318], [-2.101767, -2.568881, -0.417472], [-1.691004, -2.701423, -1.549226], [-3.230372, -1.888074, -0.124902], [-4.007606, -1.204269, -1.137301], [-4.415741, 0.175491, -0.702563], [-3.468130, 1.106303, -0.283537], [-3.906811, 2.360169, 0.104927], [-5.264713, 2.642161, 0.060909], [-6.123530, 1.643636, -0.368392], [-5.715315, 0.440967, -0.735519], [-0.323595, -4.170531, 0.343902], [0.828139, -3.353202, -0.252208], [-0.613187, 2.770808, -0.209691], [0.416455, 3.820251, -1.193417], [0.484519, 2.058405, -1.379078], [2.422602, 2.988698, -0.067523], [0.273596, 3.640707, 2.000398], [2.015151, 3.798207, 2.239706], [1.188711, 4.828057, 1.070343], [0.487666, 1.165389, 1.408117], [2.206149, 1.348906, 1.845826], [3.503997, -0.420863, 1.004517], [3.071925, -1.096016, -0.581257], [4.201454, 1.699550, -0.137640], [6.274631, 0.763691, -1.132335], [5.533003, -0.835981, -1.185109], [5.862878, -0.066289, 0.368772], [3.734867, 0.113952, -2.705362], [2.719873, 1.431219, -2.148157], [4.402765, 1.749303, -2.599627], [1.069666, -2.814413, 2.320192], [0.790809, -1.070624, 2.188079], [-1.497365, -1.314918, 1.739181], [-1.220415, -2.649701, 2.870778], [-2.262496, -3.894220, 1.224856], [-3.538792, -1.798907, 0.829577], [-3.372585, -1.156096, -2.027499], [-4.912540, -1.776770, -1.373011], [-2.424027, 0.835505, -0.272956], [-3.202524, 3.111720, 0.433496], [-5.645490, 3.609193, 0.351508], [-7.192596, 1.806372, -0.420205], [-0.687480, -4.864933, -0.412963], [0.027936, -4.748179, 1.201973], [1.768548, -3.912929, -0.166818], [0.638206, -3.137971, -1.302972]], "atomic_forces_ev_per_a": [[0.303, -0.044, 0.070], [-0.213, -0.059, 0.162], [0.196, -0.194, -0.227], [-0.220, 0.544, 0.034], [-0.784, -0.545, -0.142], [0.567, 0.033, -0.150], [-0.089, -0.217, -0.090], [-0.251, 0.201, 0.135], [0.018, 0.114, 0.296], [0.936, 0.149, 0.366], [0.075, 0.057, 0.196], [0.142, -0.286, -0.176], [-0.364, 0.772, -0.756], [-0.195, 0.235, 0.505], [0.049, -0.009, 0.133], [0.146, -0.133, -0.161], [-0.379, -0.488, 0.614], [0.221, -0.065, -0.404], [-0.282, 0.337, 0.085], [-0.008, -0.198, -0.228], [0.121, 0.050, 0.101], [-0.118, 0.065, -0.002], [-0.056, -0.068, -0.032], [0.029, -0.048, -0.009], [-0.077, 0.381, 0.105], [-0.138, -0.423, -0.170], [-0.123, 0.218, -0.041], [0.165, -0.506, -0.517], [-0.191, -0.002, 0.061], [-0.033, 0.069, -0.073], [-0.058, 0.041, -0.179], [0.029, -0.031, 0.003], [-0.150, 0.002, 0.090], [0.066, 0.046, 0.134], [-0.027, 0.125, 0.017], [0.081, 0.158, 0.195], [-0.015, -0.077, -0.026], [-0.055, -0.057, -0.061], [0.366, -0.043, 0.054], [-0.001, 0.003, 0.018], [0.108, 0.017, -0.045], [0.033, -0.148, -0.087], [0.098, -0.056, 0.102], [0.001, -0.133, -0.122], [-0.125, 0.085, -0.116], [0.043, 0.055, -0.086], [0.020, 0.125, -0.028], [0.035, -0.080, 0.246], [-0.026, -0.065, 0.155], [-0.007, 0.025, -0.012], [0.061, 0.116, -0.077], [0.115, -0.104, -0.018], [-0.137, -0.035, 0.068], [0.141, 0.171, -0.063], [0.016, 0.047, -0.008], [0.062, 0.045, 0.013], [-0.055, 0.063, 0.022], [-0.064, 0.109, 0.032], [0.071, -0.055, 0.041], [-0.041, -0.044, -0.005], [-0.091, 0.035, -0.039], [0.060, -0.281, 0.092]], "fmax_ev_per_a": 1.141, "relative_energy_kcal_mol": 6.44, "smiles": "CC(C)CN(CC(C)C)S(=O)(=O)N1CCC(C(=O)NCc2ccccn2)CC1", "e_tot_ev": -44230.6757, "e_homo_ev": -9.01}

=====

{"formula": "C28H39N2O12", "method": "the ωB97M-V functional and the def2-TZVPD basis", "symbols": ["N", "C", "C", "C", "C", "N", "C", "C", "C", "C", "O", "O", "H", "H", "H", "H", "H", "H", "H", "H", "H", "O", "C", "O", "C", "C", "C", "H", "H", "H", "H", "H", "H", "O", "C", "O", "C", "C", "C", "H", "H", "H", "H", "H", "H", "O", "C", "O", "C", "C", "C", "H", "H", "H", "H", "H", "H", "O", "C", "O", "C", "C", "C", "H", "H", "H", "H", "H", "H", "O", "C", "O", "C", "C", "C", "H", "H", "H", "H", "H", "H"], "positions_angstrom": [[0.591330, -1.766167, -2.659663], [0.825023, -0.598742, -3.216541], [-0.260232, 0.203885, -4.121863], [-0.786010, 1.399419, -3.157735], [-0.148203, 2.796446, -3.335420], [-0.584184, 3.856521, -2.447495], [-1.572269, 3.693468, -1.400565], [-2.282478, 2.312892, -1.161767], [-1.874386, 1.088968, -2.072634], [-2.544823, -0.329700, -1.820647], [-2.978241, -0.549666, -0.656848], [-2.656694, -1.383214, -2.764259], [1.458546, -1.989881, -2.128001], [1.821695, -0.029487, -3.056040], [0.233817, 0.631995, -5.073515], [-1.118878, -0.456503, -4.477810], [0.638063, 2.960269, -4.146723], [-0.113206, 4.771495, -2.573213], [-1.876163, 4.547553, -0.692561], [-3.086657, 2.160384, -0.351863], [-3.486317, -1.282771, -3.294679], [2.853533, 2.215474, -3.499889], [3.398425, 2.576288, -4.518418], [3.738131, 1.740842, -5.532281], [4.461818, 2.473142, -6.530427], [4.070316, 3.917007, -6.324572], [3.837368, 3.981337, -4.830291], [5.531783, 2.306214, -6.377685], [4.186410, 2.112453, -7.522723], [4.821911, 4.622116, -6.682549], [3.133664, 4.126459, -6.851525], [4.758211, 4.196630, -4.283060], [3.059880, 4.701957, -4.574967], [1.836721, 0.046260, 3.692300], [1.023154, -0.112750, 2.816000], [1.344733, -0.383538, 1.519673], [0.150883, -0.402526, 0.730560], [-0.968379, -0.667929, 1.708889], [-0.467730, 0.000578, 2.970025], [0.046583, 0.567376, 0.231667], [0.224648, -1.184065, -0.028575], [-1.933960, -0.293929, 1.368946], [-1.064749, -1.744928, 1.878786], [-0.743019, 1.058197, 3.007488], [-0.813120, -0.521723, 3.867005], [5.877011, 4.824679, 5.606491], [5.535922, 3.867431, 4.960578], [6.120169, 3.491014, 3.789290], [5.401242, 2.383180, 3.235359], [4.676144, 1.755739, 4.401800], [4.391726, 2.947500, 5.290093], [4.713141, 2.760404, 2.472282], [6.101021, 1.688259, 2.767409], [3.781064, 1.205162, 4.106640], [5.343189, 1.061093, 4.922581], [3.452100, 3.438167, 5.024809], [4.399160, 2.673880, 6.345007], [-6.268632, -1.729349, -2.720231], [-6.021175, -2.905325, -2.836436], [-6.751621, -3.765658, -3.593664], [-6.248566, -5.096143, -3.419741], [-4.827270, -4.922910, -2.938851], [-4.907060, -3.638095, -2.142822], [-6.875603, -5.613357, -2.687625], [-6.296518, -5.633864, -4.368206], [-4.460277, -5.773992, -2.362891], [-4.160176, -4.783210, -3.795853], [-5.191411, -3.820272, -1.103723], [-3.975671, -3.075197, -2.194534], [-1.979375, -1.801876, 4.459931], [-1.974511, -2.489445, 5.453227], [-2.993993, -3.311604, 5.812164], [-2.709396, -3.891028, 7.091375], [-1.209703, -3.799543, 7.243823], [-0.881935, -2.531061, 6.486265], [-3.241197, -3.320602, 7.858538], [-3.060200, -4.924181, 7.112920], [-0.882681, -3.786202, 8.284773], [-0.733932, -4.653985, 6.752007], [-0.958379, -1.645420, 7.121696], [0.100616, -2.585102, 6.017064]], "atomic_forces_ev_per_a": [[1.027, 3.163, -1.255], [-0.132, -0.912, 0.380], [0.349, 0.335, 0.858], [-0.613, 1.068, 0.596], [-3.043, -2.053, 2.527], [-0.990, -2.757, 0.290], [-0.655, -3.620, -0.671], [2.715, 0.044, -2.887], [1.758, 4.101, -0.699], [-1.923, -1.498, 3.764], [1.909, 1.431, -4.708], [0.173, 2.690, 0.355], [-0.727, -0.075, -0.339], [-1.677, -0.772, -0.413], [-0.576, -0.508, 1.730], [1.188, 0.846, 0.874], [-1.302, 0.051, 1.603], [-0.612, -0.771, 0.321], [0.916, -1.225, -1.619], [1.535, 0.477, -1.424], [0.585, 0.138, 0.600], [-0.095, -0.206, -0.726], [0.244, -0.279, 0.527], [-0.515, 0.193, 0.803], [0.429, 0.010, -0.663], [0.018, 0.554, -0.348], [-0.125, 0.199, -0.393], [-0.100, -0.031, 0.035], [-0.007, -0.191, 0.240], [-0.057, -0.133, -0.005], [0.124, -0.018, -0.004], [-0.143, 0.010, 0.128], [0.196, -0.063, 0.314], [-0.074, -0.281, -0.876], [0.203, 0.552, 0.884], [0.310, 0.004, 0.289], [-0.191, -0.207, -0.353], [-0.641, -0.111, 0.086], [0.034, -0.200, -0.094], [0.054, 0.045, -0.001], [0.212, 0.129, 0.065], [0.156, -0.103, 0.024], [-0.038, 0.126, -0.023], [0.099, 0.015, 0.100], [0.327, 0.581, -0.310], [0.167, -0.562, -0.702], [-0.002, 1.014, 0.652], [0.057, 0.264, 0.313], [0.023, -0.324, -0.323], [-0.433, -0.648, 0.068], [0.086, -0.545, -0.004], [0.025, 0.009, 0.030], [0.062, 0.267, -0.005], [0.171, 0.034, -0.023], [-0.043, 0.067, -0.087], [0.045, 0.053, 0.137], [-0.127, 0.361, -0.047], [0.060, -0.519, -0.531], [-0.385, 0.602, 0.358], [0.189, 0.653, 0.184], [-0.095, -0.612, -0.146], [0.515, -0.381, 0.059], [0.379, -0.342, -0.232], [0.015, 0.069, -0.045], [-0.206, 0.209, 0.056], [-0.088, 0.038, -0.097], [-0.066, -0.067, 0.071], [0.040, 0.181, -0.014], [-0.289, -0.025, 0.400], [-0.799, -1.087, 0.632], [-0.144, 0.527, -0.328], [0.370, 0.458, -0.530], [-0.212, -0.387, 0.500], [0.455, -0.287, 0.384], [0.257, -0.412, 0.115], [0.011, -0.010, -0.084], [-0.143, 0.197, -0.172], [-0.102, -0.032, -0.085], [-0.066, 0.069, 0.083], [0.067, 0.049, -0.145], [-0.122, 0.369, -0.019]], "fmax_ev_per_a": 5.279, "charge": 1, "e_tot_ev": -57208.4489, "e_homo_ev": -11.12}

=====

{"formula": "CH3F2O2PS", "method": "the ωB97M-V functional and the def2-TZVPD basis", "symbols": ["C", "O", "O", "F", "F", "P", "S", "H", "H", "H"], "positions_angstrom": [[1.773848, 0.263820, -0.402459], [-0.508103, -0.613492, 0.410565], [-2.749409, 0.388772, 0.296969], [-0.042864, 1.704264, 0.442839], [-2.949523, -2.230084, 0.681313], [0.645154, 0.377784, 0.987297], [-2.079260, -0.795146, -0.092970], [2.427872, 1.088300, -0.510741], [2.270684, -0.612747, -0.466488], [1.211604, 0.428529, -1.346325]], "atomic_forces_ev_per_a": [[-2.281, 2.046, -1.537], [-1.930, -2.218, -0.414], [-0.448, -0.138, 0.521], [-0.123, 0.920, 0.293], [1.603, 2.209, -0.321], [0.219, 0.871, 0.436], [0.347, -1.138, -0.222], [1.095, 0.902, 0.810], [1.740, -2.881, -0.078], [-0.221, -0.573, 0.512]], "fmax_ev_per_a": 3.428, "relative_energy_kcal_mol": 37.47, "e_tot_ev": -30739.2483, "e_homo_ev": -10.07}

=====

{"formula": "C25H35IrN3O3P", "method": "the ωB97M-V functional and the def2-TZVPD basis", "symbols": ["Ir", "C", "C", "C", "C", "N", "C", "C", "C", "C", "C", "C", "N", "C", "C", "C", "C", "C", "N", "H", "H", "H", "H", "H", "H", "H", "H", "H", "H", "H", "C", "C", "O", "P", "O", "C", "C", "O", "C", "C", "H", "H", "H", "H", "H", "H", "H", "H", "H", "H", "H", "H", "H", "H", "H", "C", "C", "C", "C", "H", "H", "H", "H", "H", "H", "H", "H", "H"], "positions_angstrom": [[0.454999, -0.417351, 0.622391], [-2.834152, -3.276220, 0.060836], [-2.438490, -4.309344, 0.890041], [-1.278125, -4.157222, 1.638117], [-0.547821, -2.991671, 1.535358], [-0.929529, -1.981020, 0.702772], [-2.052274, -2.136858, -0.005699], [0.700255, -2.758199, 2.305716], [1.270593, -3.593887, 3.247493], [2.459255, -3.194154, 3.848820], [3.061046, -1.985526, 3.515684], [2.443479, -1.183528, 2.574744], [1.295989, -1.593360, 2.017915], [2.919062, 0.126076, 2.063729], [4.062899, 0.738079, 2.528963], [4.456504, 1.954595, 1.986966], [3.685778, 2.522419, 0.991409], [2.543683, 1.862361, 0.567240], [2.158033, 0.691465, 1.084001], [-3.729766, -3.345270, -0.540014], [-3.016472, -5.221126, 0.957732], [-0.948556, -4.949859, 2.294260], [-2.315247, -1.321734, -0.661281], [0.818019, -4.537216, 3.515306], [2.925370, -3.836169, 4.584485], [3.988442, -1.692466, 3.985148], [4.650844, 0.274689, 3.308024], [5.353649, 2.443748, 2.341684], [3.957497, 3.463983, 0.535977], [1.919883, 2.260341, -0.218246], [-1.597854, 1.932490, -2.960191], [-1.937270, 0.530704, -2.515306], [-0.807969, -0.377348, -2.432727], [0.561844, -0.208752, -1.657449], [1.449017, -1.358285, -2.237353], [1.051581, -2.763189, -2.375960], [0.511071, -3.036596, -3.755514], [1.285375, 1.099970, -2.118770], [2.318566, 1.233453, -3.176488], [1.758967, 1.928009, -4.387071], [-2.527974, 2.491713, -3.068691], [-1.102038, 1.925547, -3.927946], [-0.956994, 2.449547, -2.246453], [-2.603643, 0.048117, -3.226280], [-2.431529, 0.540655, -1.537566], [0.329761, -2.998082, -1.589956], [1.965800, -3.319542, -2.185817], [-0.430447, -2.519717, -3.930835], [0.344508, -4.108871, -3.864270], [1.231540, -2.733504, -4.514078], [2.688460, 0.238555, -3.405468], [3.111252, 1.807889, -2.702274], [1.006586, 1.316593, -4.883887], [2.569905, 2.094500, -5.096927], [1.333857, 2.897817, -4.131158], [-3.504992, 1.844828, 1.354821], [-3.900592, 3.262793, 1.595676], [-3.167616, 4.001845, 3.089809], [-3.130958, 4.394371, 1.396751], [-4.011179, 1.189628, 2.064114], [-2.436997, 1.603619, 1.359441], [-3.904874, 1.605698, 0.364692], [-4.970224, 3.430799, 1.679300], [-2.160083, 3.669946, 3.300089], [-3.900781, 3.346730, 3.571172], [-3.378165, 5.001941, 3.460219], [-2.086494, 4.319834, 1.124948], [-3.604264, 5.360714, 1.287831]], "atomic_forces_ev_per_a": [[0.152, -0.186, -0.320], [-0.017, -0.046, 0.026], [-0.010, 0.014, -0.019], [-0.019, -0.017, 0.032], [0.052, 0.038, 0.045], [0.029, -0.043, -0.067], [-0.002, 0.057, -0.006], [-0.069, -0.038, 0.008], [0.015, -0.030, -0.018], [0.016, 0.024, 0.001], [0.008, -0.053, 0.054], [0.059, 0.062, -0.025], [-0.059, 0.104, -0.066], [0.000, -0.050, -0.036], [0.014, -0.035, 0.023], [0.033, 0.042, -0.002], [-0.014, -0.002, -0.018], [0.012, -0.002, 0.065], [-0.135, 0.071, -0.021], [0.003, -0.004, -0.003], [-0.003, 0.003, 0.001], [-0.001, 0.007, -0.001], [0.015, -0.024, -0.002], [-0.002, 0.005, -0.005], [0.002, 0.000, 0.001], [-0.003, -0.006, -0.002], [0.001, 0.005, -0.009], [0.002, -0.001, -0.006], [-0.003, 0.005, 0.007], [-0.012, 0.006, 0.002], [0.045, -0.037, -0.016], [-0.079, -0.029, 0.127], [0.134, 0.089, -0.178], [0.050, -0.077, 0.317], [-0.088, -0.010, -0.050], [0.016, -0.008, 0.025], [0.012, -0.002, -0.008], [0.067, -0.062, 0.061], [-0.017, -0.017, -0.035], [-0.012, -0.007, 0.014], [-0.005, -0.003, 0.000], [0.007, 0.007, -0.017], [-0.013, 0.012, 0.000], [-0.020, -0.006, 0.016], [0.021, 0.031, -0.001], [-0.011, 0.000, -0.015], [0.004, 0.007, 0.015], [0.005, 0.007, -0.001], [-0.008, 0.003, 0.001], [0.001, -0.007, 0.000], [0.021, 0.005, 0.006], [-0.011, 0.018, 0.003], [-0.018, 0.001, -0.004], [0.006, -0.004, 0.003], [-0.002, -0.002, -0.006], [-0.017, -0.229, 0.240], [-0.289, -0.158, -0.561], [0.229, 0.283, -0.056], [0.259, 0.153, 0.562], [-0.017, -0.022, -0.045], [-0.084, 0.443, 0.031], [-0.026, 0.009, 0.009], [-0.010, -0.035, 0.120], [-0.049, -0.157, 0.043], [-0.001, -0.009, 0.016], [-0.118, -0.033, 0.030], [-0.050, -0.026, -0.168], [0.006, -0.032, -0.121]], "fmax_ev_per_a": 0.651, "relative_energy_kcal_mol": 4.26, "spin_multiplicity": 2, "charge": 3, "e_tot_ev": -49210.1812, "e_homo_ev": [-16.93, -16.97], "s2": 0.7552}

=====

Q: Number 3 is which compound?
A: CH3F2O2PS